Entry 1:
Density functional theory data (ωB97M-V with the def2-TZVPD basis set) for C35H33NO2PdS4Si as an isolated structure.

Values from the calculation:
Net charge   -2
HOMO level   -0.42 eV
LUMO   3.58 eV
ΔE to the lowest compared entry with this formula, charge and spin   0.0 kcal/mol
Frontier orbital gap   0.1470 hartree

Each line ends with the Löwdin charge.
Geometry (Å):
Pd 0.6024 -0.7277 0.3001  0.294
O 4.4651 5.2602 0.4766  -0.537
S 3.0517 5.6633 0.7235  0.956
C 2.0278 4.6117 -0.3341  -0.335
C 0.5914 5.0863 -0.5088  -0.241
C -0.2661 4.0918 -1.3224  -0.211
C -1.3612 3.4047 -0.5115  -0.340
S -0.8096 2.0177 0.5562  0.892
O 0.3793 2.6008 1.2773  -0.553
C -0.2047 0.9053 -0.6776  -0.648
C -1.1736 0.4944 -1.6691  -0.152
C -0.7871 0.1673 -2.9294  -0.126
C 0.5829 0.2312 -3.3227  -0.143
C 1.5253 0.5959 -2.4028  -0.140
C 1.1830 0.9180 -1.0625  -0.262
C 2.8319 7.2094 -0.1711  -0.389
C 1.8316 8.0946 0.2063  -0.103
C 1.6811 9.2879 -0.4837  -0.093
C 2.5367 9.5948 -1.5338  -0.104
C 3.5480 8.7130 -1.8909  -0.087
C 3.7016 7.5156 -1.2054  -0.071
H 2.0151 3.6379 0.1671  0.066
H 2.5648 4.5293 -1.2831  0.107
H 0.5795 6.0584 -1.0056  0.092
H 0.1503 5.2194 0.4823  0.105
H 0.3645 3.3250 -1.7778  0.102
H -0.7395 4.6242 -2.1515  0.104
H -2.1148 2.9652 -1.1686  0.073
H -1.8655 4.1041 0.1629  0.076
H -2.2169 0.4215 -1.3755  0.100
H -1.5335 -0.1729 -3.6396  0.087
H 0.8708 -0.0441 -4.3301  0.074
H 2.5721 0.6309 -2.6872  0.094
H 1.8917 1.4583 -0.4438  0.081
H 1.1761 7.8383 1.0316  0.111
H 0.8984 9.9820 -0.2037  0.098
H 2.4193 10.5274 -2.0722  0.094
H 4.2173 8.9615 -2.7053  0.098
H 4.4914 6.8147 -1.4467  0.108
S 2.5598 -2.2399 0.2419  0.453
C 1.9432 -3.8282 0.3197  -1.138
N 0.7681 -4.2719 -0.0192  0.026
C 0.6309 -5.6195 0.2098  -0.332
C -0.5355 -6.3529 -0.0181  -0.031
C -0.5522 -7.7081 0.2605  -0.123
C 0.5774 -8.3538 0.7673  -0.137
C 1.7467 -7.6418 1.0000  -0.126
C 1.7652 -6.2827 0.7201  -0.514
S 3.0345 -5.1236 0.9225  0.921
H -1.4146 -5.8360 -0.3837  0.104
H -1.4624 -8.2751 0.0997  0.085
H 0.5424 -9.4150 0.9872  0.080
H 2.6243 -8.1374 1.3986  0.091
C -4.7333 -2.3177 -1.4097  -0.140
C -3.4850 -2.9018 -1.6051  -0.115
C -2.4667 -2.7017 -0.6849  -0.124
C -2.6588 -1.9323 0.4732  -0.360
C -3.9222 -1.3620 0.6465  -0.137
C -4.9470 -1.5417 -0.2793  -0.132
Si -1.1529 -1.5853 1.6218  0.564
C -0.9738 -3.2497 2.5734  -0.337
C 0.2354 -3.5619 3.2030  -0.138
C 0.4176 -4.7562 3.8866  -0.114
C -0.6129 -5.6857 3.9584  -0.130
C -1.8203 -5.4041 3.3366  -0.125
C -1.9927 -4.2027 2.6577  -0.118
H -5.5279 -2.4620 -2.1344  0.078
H -3.3019 -3.5022 -2.4905  0.088
H -1.4847 -3.1340 -0.8576  0.079
H -4.1036 -0.7542 1.5282  0.080
H -5.9145 -1.0757 -0.1173  0.081
H -1.8810 -0.7796 2.6872  -0.064
H 1.0678 -2.8700 3.1060  0.083
H 1.3802 -4.9754 4.3367  0.090
H -0.4627 -6.6339 4.4633  0.083
H -2.6239 -6.1338 3.3598  0.085
H -2.9415 -4.0077 2.1670  0.088


Entry 2:
Density functional theory data (ωB97M-V with the def2-TZVPD basis set) for C35H34AsBF5O3P2S4Ti as an isolated structure in a non-equilibrium geometry.

Values from the calculation:
Net charge   -1
HOMO level   -4.82 eV
LUMO   1.84 eV
ΔE to the lowest compared entry with this formula, charge and spin   17.5 kcal/mol
Frontier orbital gap   0.2450 hartree

Each line ends with the Löwdin charge.
Geometry (Å):
Ti -1.5263 -1.2925 -1.8115  0.546
O 1.2225 -0.8422 1.7218  -0.295
P 1.4404 0.6175 1.6334  0.722
C 1.4577 1.2914 -0.0729  -0.262
P 1.7023 0.0096 -1.3432  0.805
O 0.4534 -0.7660 -1.6068  -0.441
C 3.0155 -1.0763 -0.7743  -0.263
C 4.3276 -0.6241 -0.6497  -0.076
C 5.3011 -1.4692 -0.1399  -0.086
C 4.9636 -2.7641 0.2325  -0.080
C 3.6578 -3.2159 0.0982  -0.051
C 2.6762 -2.3723 -0.3979  -0.044
C 2.2705 0.9058 -2.7919  -0.257
C 3.2151 1.9339 -2.7193  -0.102
C 3.6323 2.5715 -3.8748  -0.088
C 3.1006 2.1948 -5.1030  -0.075
C 2.1567 1.1837 -5.1778  -0.070
C 1.7401 0.5331 -4.0244  -0.069
C 0.2006 1.5750 2.5218  -0.270
C -0.8077 0.8616 3.1615  -0.063
C -1.8221 1.5442 3.8181  -0.067
C -1.8193 2.9308 3.8463  -0.079
C -0.8064 3.6447 3.2156  -0.084
C 0.2039 2.9678 2.5511  -0.081
C 3.0670 1.0914 2.2830  -0.262
C 3.7208 0.1126 3.0300  -0.063
C 4.9765 0.3702 3.5640  -0.074
C 5.5837 1.5997 3.3491  -0.088
C 4.9385 2.5734 2.5994  -0.085
C 3.6838 2.3202 2.0649  -0.093
H 2.2646 2.0128 -0.1805  0.040
H 0.5177 1.8043 -0.2980  0.083
H 4.5950 0.3791 -0.9555  0.094
H 6.3207 -1.1211 -0.0390  0.101
H 5.7244 -3.4246 0.6286  0.100
H 3.3936 -4.2229 0.3917  0.112
H 1.6510 -2.7042 -0.4773  0.105
H 3.6324 2.2411 -1.7685  0.087
H 4.3658 3.3652 -3.8158  0.099
H 3.4174 2.7040 -6.0042  0.102
H 1.7074 0.8978 -6.1192  0.065
H 0.9881 -0.2447 -4.0947  0.062
H -0.8047 -0.2193 3.1069  0.112
H -2.6283 0.9914 4.2826  0.109
H -2.6172 3.4612 4.3492  0.102
H -0.8118 4.7268 3.2329  0.100
H 0.9863 3.5246 2.0494  0.095
H 3.2396 -0.8480 3.1593  0.109
H 5.4828 -0.3931 4.1396  0.104
H 6.5652 1.7983 3.7593  0.100
H 5.4138 3.5299 2.4248  0.101
H 3.1923 3.0887 1.4794  0.093
S -0.8673 -0.3840 -6.4023  -0.070
As -2.2275 -0.8316 -4.8897  -0.427
S -1.8807 0.5835 -3.1313  0.153
S -1.5402 -2.6342 -3.7339  0.164
S -4.2748 -0.9797 -5.2983  -0.055
F -6.5569 0.1861 3.0660  0.025
C -5.4006 0.0483 2.3606  -0.299
C -4.7182 -1.1518 2.4085  -0.019
C -3.5426 -1.2881 1.6809  -0.024
C -3.0314 -0.2377 0.9083  -0.302
C -1.7770 -0.3792 0.1430  -0.192
C -3.7577 0.9550 0.8967  -0.052
C -4.9373 1.1098 1.6129  -0.024
H -5.1076 -1.9668 3.0046  0.116
H -3.0058 -2.2316 1.7037  0.111
H -1.0239 -0.9554 0.6872  0.049
H -1.3728 0.6165 -0.0918  0.042
H -3.3832 1.7875 0.3098  0.119
H -5.4933 2.0379 1.5956  0.113
C -5.2944 -0.2588 -2.0719  -0.036
C -4.6733 -1.5103 -1.5771  -0.411
C -5.5435 -2.6140 -1.0768  0.027
O -3.4571 -1.6787 -1.5911  -0.167
H -6.2303 -0.0552 -1.5541  0.091
H -5.4906 -0.4066 -3.1456  0.011
H -4.5981 0.5726 -1.9865  0.060
H -6.4685 -2.6624 -1.6511  0.094
H -5.7954 -2.3819 -0.0379  0.091
H -5.0060 -3.5587 -1.1013  0.093
F -0.5830 -5.1334 -0.0874  0.158
B -1.2373 -3.9490 0.1437  -1.232
F -0.6580 -2.9464 -0.8264  -0.074
F -1.0039 -3.4455 1.4115  0.141
F -2.5843 -4.0136 -0.1326  0.150


Entry 3:
Density functional theory data (ωB97M-V with the def2-TZVPD basis set) for C35H34Cl2N7PdS as an isolated structure in a non-equilibrium geometry.

Values from the calculation:
Net charge   +3
2S+1   5
HOMO level (alpha / beta)   -13.84 / -15.05 eV
LUMO (alpha / beta)   -8.96 / -11.39 eV
ΔE to the lowest compared entry with this formula, charge and spin   54.3 kcal/mol
Frontier orbital gap (alpha / beta)   0.1792 / 0.1343 hartree

Each line ends with the Löwdin spin population.
Geometry (Å):
Pd 0.1262 -0.4255 -0.8433  0.698
C 1.4976 -1.8224 5.8040  0.017
C 1.9246 -0.3938 5.7169  0.135
C 2.3408 0.3051 6.8235  -0.001
C 2.7486 1.6378 6.7244  0.226
C 2.7658 2.3092 5.4716  0.045
C 2.3513 1.6640 4.3509  0.076
C 1.8998 0.3126 4.4491  0.142
N 1.5051 -0.3858 3.3741  0.228
C 0.9218 0.0195 2.1520  0.004
N 0.3879 1.2572 2.1273  -0.010
C -0.5620 1.8143 1.2165  0.034
C -0.7883 1.3081 -0.0245  0.296
C -1.8482 1.9462 -0.9000  0.083
C -2.6515 3.0187 -0.2313  0.201
C -2.3096 3.4976 0.9832  0.013
C -1.2579 2.9491 1.7485  0.295
C -0.9399 3.5193 3.0939  0.050
N 0.8726 -0.8159 1.1805  0.104
C 1.3858 -2.1407 1.3484  0.011
C 2.7293 -2.3543 1.6599  0.016
C 3.2148 -3.6443 1.8259  0.000
C 2.3591 -4.7239 1.6690  0.013
C 1.0268 -4.5083 1.3341  0.002
C 0.5175 -3.2267 1.1616  0.012
C -0.9325 -3.0244 0.8082  0.002
H 1.5282 -2.1673 6.8338  0.000
H 2.1650 -2.4725 5.2264  0.007
H 0.4810 -1.9633 5.4306  0.005
H 2.3525 -0.1858 7.7876  -0.003
H 3.0791 2.1621 7.6119  0.010
H 3.1421 3.3212 5.4107  0.000
H 2.4301 2.1429 3.3838  0.001
H 1.5943 -1.4004 3.4445  0.003
H 0.4372 1.7560 3.0004  0.001
H -2.6240 -0.0312 -0.8273  0.002
H -3.4695 3.4561 -0.7916  0.009
H -2.8698 4.3277 1.3957  -0.005
H -1.5563 4.3910 3.2986  0.000
H 0.1044 3.8439 3.1640  0.014
H -1.1314 2.8005 3.8999  0.016
H 3.3984 -1.5045 1.7406  0.001
H 4.2577 -3.8010 2.0676  0.000
H 2.7255 -5.7333 1.7996  0.001
H 0.3659 -5.3573 1.2116  0.000
H -1.4523 -3.9784 0.7436  0.000
H -1.0410 -2.5500 -0.1774  0.002
H -1.4483 -2.3969 1.5356  0.000
Cl 1.5551 -3.3781 -3.1720  0.004
C 2.7749 -3.0104 -1.9521  0.000
Cl 2.9039 -1.2731 -1.6103  0.022
H 3.7394 -3.3433 -2.3162  0.000
H 2.4963 -3.5113 -1.0335  0.000
N -1.1436 -0.9577 -7.9441  0.007
C -1.0373 0.0697 -7.1149  0.095
S -1.3770 1.6414 -7.4879  0.802
C -0.6683 -0.2059 -5.7010  0.046
C -1.3587 -1.1558 -4.9504  0.007
C -1.0870 -1.2567 -3.5999  0.015
N -0.1778 -0.4912 -2.9867  0.046
C 0.5422 0.3618 -3.7284  0.013
C 0.3220 0.5464 -5.0750  0.025
H -1.4330 -0.8053 -8.9004  0.005
H -0.8268 -1.8819 -7.6915  0.001
H -2.1302 -1.7725 -5.3927  0.000
H -1.6208 -1.9697 -2.9831  0.001
H 1.3044 0.9302 -3.2108  0.000
H 0.8998 1.2714 -5.6319  0.001
N -3.9524 4.0570 -5.7278  0.005
C -3.6236 3.4640 -4.8000  0.003
C -3.2064 2.7296 -3.6376  0.010
C -1.8213 2.9437 -3.2591  0.018
C -1.2117 2.5666 -2.1289  0.032
N -2.7678 0.8372 -1.3318  0.041
C -3.7928 0.8700 -2.1327  0.029
C -4.1098 1.8612 -3.0927  0.010
H -1.2428 3.5072 -3.9819  0.002
H -0.1627 2.8125 -2.0078  0.002
H -4.4495 0.0071 -2.0909  0.002
H -5.0907 1.7837 -3.5410  0.000